ORCA calculation (the ωB97M-V functional and the def2-TZVPD basis) on C2H4BFO in the gas phase in a non-equilibrium geometry.

Geometry as XYZ:
```
9
Properties=species:S:1:pos:R:3:nbo_charge:R:1
O -2.633 -0.134 0.824 -0.52
C -1.916 0.123 -0.121 0.21
B -0.105 0.181 0.078 0.48
C 1.504 -0.506 -0.029 -0.22
F 2.307 0.253 0.794 -0.36
H -2.433 0.555 -1.053 0.12
H 0.099 1.240 0.433 -0.10
H 1.577 -1.568 0.138 0.20
H 1.600 -0.144 -1.064 0.19
```

Highest occupied orbital energy = -9.5 eV
Energy above the lowest of the compared OMol25 structures with the same formula, charge and spin = 270.5 kJ/mol
Structure (SMILES) = O=CBCF
Spin multiplicity = 1
Total energy = -7576.930 eV
Max |F| = 4.426 eV Å⁻¹
LUMO energy = -0.2 eV



ORCA calculation (the ωB97M-V functional and the def2-TZVPD basis) on a molecular structure, C19H23N6O4S2Tc.

Geometry as XYZ:
```
55
Properties=species:S:1:pos:R:3:mulliken_spin:R:1
Tc 0.027 0.097 1.109 0.81
C 0.773 0.907 5.574 0.00
C 0.541 0.659 4.168 0.02
N 0.354 0.461 3.053 0.00
H 0.082 0.299 6.161 0.00
H 0.621 1.966 5.787 0.00
H 1.801 0.628 5.814 0.00
C 4.258 -0.018 0.861 0.00
N 3.737 -1.096 0.010 0.01
C 4.697 -2.064 -0.569 0.00
C 3.988 -3.375 -0.839 0.00
C 2.770 -3.130 -1.703 0.00
N 1.920 -2.086 -1.085 0.01
C 0.529 -2.024 -1.527 -0.01
C 2.457 -1.196 -0.270 0.00
O 1.655 -0.279 0.292 0.05
H 5.337 -0.007 0.745 0.00
H 4.021 -0.200 1.909 0.00
H 3.867 0.946 0.544 0.00
H 5.498 -2.190 0.156 0.00
H 5.122 -1.631 -1.476 0.00
H 3.687 -3.830 0.107 0.00
H 4.663 -4.070 -1.335 0.00
H 2.160 -4.027 -1.797 0.00
H 3.044 -2.796 -2.706 0.00
H 0.488 -2.387 -2.553 0.00
H 0.168 -0.995 -1.546 0.00
H -0.114 -2.656 -0.910 0.00
S -0.245 2.066 -0.082 -0.03
C -1.981 2.248 -0.416 0.01
N -2.855 2.599 0.552 0.00
C -4.158 2.804 0.279 0.00
C -4.586 2.692 -1.020 0.00
C -3.626 2.381 -1.977 0.00
N -2.347 2.142 -1.664 0.00
H -2.523 2.731 1.500 0.00
H -4.796 3.067 1.111 0.00
H -5.621 2.861 -1.279 0.00
H -3.880 2.311 -3.028 0.00
O -4.281 -3.432 1.311 0.00
S -5.091 -2.020 1.673 0.00
O -5.107 -1.867 3.103 0.00
N -3.864 -0.904 1.191 0.02
C -2.672 -1.246 1.395 -0.01
O -1.733 -0.211 1.210 0.11
C -2.121 -2.527 1.763 0.00
C -0.789 -2.757 2.129 0.00
C -0.341 -4.023 2.416 0.01
C -1.241 -5.098 2.340 0.00
C -2.558 -4.904 1.988 0.00
C -2.997 -3.614 1.705 0.00
H -0.079 -1.926 2.249 0.00
H 0.682 -4.197 2.718 0.00
H -0.897 -6.096 2.577 0.00
H -3.261 -5.723 1.932 0.00
```

Highest occupied orbital energy (spin up / spin down) = -17.2 / -17.2 eV
Energy above the lowest of the compared OMol25 structures with the same formula, charge and spin = 29.8 kJ/mol
Net charge = +3
Spin multiplicity = 2
Total energy = -61048.121 eV
Max |F| = 0.448 eV Å⁻¹
Expectation value of S² = 0.76
LUMO energy (spin up / spin down) = -11.2 / -11.2 eV



ORCA calculation (the ωB97M-V functional and the def2-TZVPD basis) on a molecular structure, C3HO2Tl in a non-equilibrium geometry.

Geometry as XYZ:
```
7
Properties=species:S:1:pos:R:3:lowdin_charge:R:1
C 1.006 0.104 -0.112 -0.46
O 0.322 -0.948 -0.024 0.10
O 0.209 1.197 -0.034 0.04
C -1.148 0.892 0.063 0.23
C -1.375 -0.382 0.130 0.31
H -2.081 -1.181 -0.047 0.16
Tl 3.067 0.319 0.024 1.62
```

Highest occupied orbital energy (spin up / spin down) = -21.3 / -21.0 eV
Energy above the lowest of the compared OMol25 structures with the same formula, charge and spin = 28.8 kJ/mol
Net charge = +2
Spin multiplicity = 1
Total energy = -11887.834 eV
Max |F| = 7.618 eV Å⁻¹
LUMO energy (spin up / spin down) = -14.2 / -12.6 eV



Which of these has the highest max |F|? C3HO2Tl



Which formula does entry 1 have? C2H4BFO



What did the second record say?
ORCA calculation (the ωB97M-V functional and the def2-TZVPD basis) on a molecular structure, C19H23N6O4S2Tc.

Geometry as XYZ:
```
55
Properties=species:S:1:pos:R:3:mulliken_spin:R:1
Tc 0.027 0.097 1.109 0.81
C 0.773 0.907 5.574 0.00
C 0.541 0.659 4.168 0.02
N 0.354 0.461 3.053 0.00
H 0.082 0.299 6.161 0.00
H 0.621 1.966 5.787 0.00
H 1.801 0.628 5.814 0.00
C 4.258 -0.018 0.861 0.00
N 3.737 -1.096 0.010 0.01
C 4.697 -2.064 -0.569 0.00
C 3.988 -3.375 -0.839 0.00
C 2.770 -3.130 -1.703 0.00
N 1.920 -2.086 -1.085 0.01
C 0.529 -2.024 -1.527 -0.01
C 2.457 -1.196 -0.270 0.00
O 1.655 -0.279 0.292 0.05
H 5.337 -0.007 0.745 0.00
H 4.021 -0.200 1.909 0.00
H 3.867 0.946 0.544 0.00
H 5.498 -2.190 0.156 0.00
H 5.122 -1.631 -1.476 0.00
H 3.687 -3.830 0.107 0.00
H 4.663 -4.070 -1.335 0.00
H 2.160 -4.027 -1.797 0.00
H 3.044 -2.796 -2.706 0.00
H 0.488 -2.387 -2.553 0.00
H 0.168 -0.995 -1.546 0.00
H -0.114 -2.656 -0.910 0.00
S -0.245 2.066 -0.082 -0.03
C -1.981 2.248 -0.416 0.01
N -2.855 2.599 0.552 0.00
C -4.158 2.804 0.279 0.00
C -4.586 2.692 -1.020 0.00
C -3.626 2.381 -1.977 0.00
N -2.347 2.142 -1.664 0.00
H -2.523 2.731 1.500 0.00
H -4.796 3.067 1.111 0.00
H -5.621 2.861 -1.279 0.00
H -3.880 2.311 -3.028 0.00
O -4.281 -3.432 1.311 0.00
S -5.091 -2.020 1.673 0.00
O -5.107 -1.867 3.103 0.00
N -3.864 -0.904 1.191 0.02
C -2.672 -1.246 1.395 -0.01
O -1.733 -0.211 1.210 0.11
C -2.121 -2.527 1.763 0.00
C -0.789 -2.757 2.129 0.00
C -0.341 -4.023 2.416 0.01
C -1.241 -5.098 2.340 0.00
C -2.558 -4.904 1.988 0.00
C -2.997 -3.614 1.705 0.00
H -0.079 -1.926 2.249 0.00
H 0.682 -4.197 2.718 0.00
H -0.897 -6.096 2.577 0.00
H -3.261 -5.723 1.932 0.00
```

Highest occupied orbital energy (spin up / spin down) = -17.2 / -17.2 eV
Energy above the lowest of the compared OMol25 structures with the same formula, charge and spin = 29.8 kJ/mol
Net charge = +3
Spin multiplicity = 2
Total energy = -61048.121 eV
Max |F| = 0.448 eV Å⁻¹
Expectation value of S² = 0.76
LUMO energy (spin up / spin down) = -11.2 / -11.2 eV



Which of these has the highest spin multiplicity? C19H23N6O4S2Tc